# 1
Formula: C32H29N6NaO2S2
Source: OMol25
Level of theory: ωB97M-V/def2-TZVPD

Values from the calculation:
HOMO energy in eV: -7.67

```
72
C32H29N6NaO2S2 | OMol25 | ωB97M-V/def2-TZVPD
S -0.515 -2.853 -1.294
S -1.271 -0.228 2.163
Na -0.931 0.150 -0.979
O 0.344 1.541 -0.429
O -1.020 5.287 0.701
N -3.364 -0.223 -1.609
N -0.204 2.185 2.687
N -2.170 1.961 -0.793
N -0.223 -1.545 -2.086
N -2.436 2.090 2.233
N -1.432 2.997 -0.383
C -5.528 0.746 -1.322
C -0.123 2.682 -0.288
C 1.762 -2.196 0.176
C 3.836 1.503 3.514
C -4.130 0.819 -1.270
C 2.139 3.624 -0.099
C 2.565 5.844 0.670
C 1.210 6.050 0.839
C -3.445 2.013 -0.835
C 0.748 -4.322 0.675
C 2.977 0.424 3.399
C 1.360 -4.242 -2.853
C 1.638 0.606 3.104
C -5.314 -1.474 -2.154
C -0.584 -5.772 -4.111
C -6.123 -0.414 -1.774
C 2.742 -3.643 1.824
C 0.294 5.048 0.521
C 3.036 4.630 0.193
C 0.786 -3.146 -0.055
C 3.337 2.785 3.346
C 1.136 1.893 2.940
C 1.705 -5.090 -3.893
C -1.259 1.415 2.341
C 1.729 -4.569 1.620
C -3.940 -1.323 -2.038
C 0.735 -5.852 -4.522
C -0.934 -4.925 -3.072
C 0.038 -4.163 -2.445
C 0.768 3.816 0.049
C 1.998 2.981 3.077
C 2.755 -2.457 1.106
H 3.342 -0.582 3.546
H 3.260 6.637 0.902
H -1.340 -6.360 -4.608
H -7.198 -0.495 -1.837
H 3.531 -1.721 1.259
H 1.696 -5.485 2.192
H 4.882 1.349 3.734
H -3.262 -2.121 -2.310
H 3.517 -3.844 2.550
H -4.035 2.898 -0.567
H -5.736 -2.389 -2.535
H -1.500 4.527 0.261
H 4.093 4.473 0.039
H -1.961 -4.842 -2.750
H 1.007 -6.502 -5.340
H 2.118 -3.639 -2.371
H 3.990 3.641 3.430
H 1.615 3.986 2.965
H -0.043 -5.037 0.499
H 0.688 -1.560 -2.531
H -6.124 1.591 -1.020
H 1.743 -1.259 -0.364
H -0.389 3.182 2.664
H -2.409 3.070 1.989
H 2.732 -5.149 -4.222
H 2.465 2.660 -0.461
H 0.829 6.993 1.197
H -3.186 1.569 1.804
H 0.987 -0.246 3.011
```

# 2
Formula: C32H29OSi
Source: OMol25
Level of theory: ωB97M-V/def2-TZVPD

Values from the calculation:
Energy above the lowest of the compared OMol25 structures with the same formula, charge and spin in eV: 0.000
HOMO energy in eV: -11.28
Net charge: +1

```
63
C32H29OSi | OMol25 | ωB97M-V/def2-TZVPD
Si -0.461 0.303 -1.216
O 4.993 0.050 2.604
C -1.166 4.013 -2.885
C -0.455 1.736 -2.414
C 3.676 0.320 2.804
C 1.029 -0.748 -1.616
C -0.414 1.203 2.249
C 0.144 1.677 -3.680
C -3.680 -1.570 -3.127
C -1.605 0.519 2.694
C 2.225 -0.489 -0.928
C -1.972 -0.722 -1.617
C -0.589 3.942 -4.159
C -2.514 -1.508 -0.591
C -4.220 -2.349 -2.100
C 0.060 2.769 -4.555
C -2.576 -0.741 -2.883
C 1.000 -1.764 -2.583
C 3.381 -1.219 -1.226
C 0.927 0.926 2.666
C -4.007 0.610 3.146
C -1.100 2.918 -2.013
C 1.922 1.916 2.382
C -3.637 -2.306 -0.827
C 2.167 -2.474 -2.896
C 1.378 -0.274 3.284
C 3.259 1.633 2.469
C -2.854 -1.522 3.187
C -1.660 -0.887 2.840
C 2.721 -0.621 3.264
C 5.542 -1.233 2.992
C 3.361 -2.207 -2.219
C -2.808 1.258 2.876
C -4.034 -0.785 3.304
H 1.606 2.914 2.066
H -5.084 -2.991 -2.287
H 2.140 -3.238 -3.675
H -2.187 -0.105 -3.683
H -1.544 2.968 -1.016
H 2.241 0.285 -0.161
H 0.064 -2.006 -3.093
H -0.771 -1.484 2.624
H -0.566 2.241 1.941
H -2.777 2.350 2.787
H -2.053 -1.480 0.399
H -4.120 -1.603 -4.125
H 5.181 -2.021 2.324
H -1.672 4.927 -2.571
H 4.025 2.362 2.216
H 5.313 -1.475 4.037
H 0.675 -0.955 3.757
H -0.448 0.774 0.297
H 6.619 -1.102 2.865
H -4.060 -2.900 -0.013
H 0.506 2.700 -5.549
H -4.931 1.186 3.217
H 0.684 0.776 -3.989
H 4.305 -1.010 -0.681
H 4.270 -2.760 -2.465
H -2.861 -2.606 3.328
H -0.650 4.795 -4.839
H 3.040 -1.619 3.576
H -4.983 -1.298 3.488
```

# 3
Formula: C32H30BCl3FeN8O7S
Source: OMol25
Level of theory: ωB97M-V/def2-TZVPD

Values from the calculation:
Expectation value of S²: 8.7563
2S+1: 6
Energy above the lowest of the compared OMol25 structures with the same formula, charge and spin in eV: 0.000
HOMO energy (spin up / spin down) in eV: -4.43 / -4.43
Net charge: -1

```
83
C32H30BCl3FeN8O7S | OMol25 | ωB97M-V/def2-TZVPD
Fe 1.494 -1.407 -0.015
Cl -0.418 -5.328 -1.979
Cl 0.353 -3.622 -4.210
Cl -2.157 -3.194 -2.857
S -1.347 5.665 -5.009
O 0.284 -1.189 1.734
O -0.537 6.550 -4.185
O -2.784 5.789 -4.819
O 1.254 -3.080 1.258
O -0.337 -1.832 -1.087
O -0.925 5.598 -6.400
O 1.490 -2.963 -1.479
N 2.003 1.602 0.091
N -1.784 -1.215 3.661
N 3.610 0.436 -1.402
N 2.902 -0.700 -1.597
N 3.221 -0.993 1.149
N 0.037 0.228 -3.025
N 1.046 0.659 -0.037
N 3.856 0.195 1.070
C -2.469 -0.798 2.504
C -0.302 1.464 -3.493
C -2.770 -1.683 1.474
C -2.891 0.537 2.440
C -0.477 -3.685 -2.644
C -1.703 -3.168 5.023
C 0.691 2.455 -3.618
C -2.484 1.492 3.530
C 0.061 2.627 0.326
C 3.776 -1.670 2.152
C 0.361 3.713 -4.060
C -0.962 4.036 -4.393
C -3.501 -1.245 0.386
C -0.128 1.262 0.114
C -3.668 0.957 1.354
C 1.432 2.794 0.308
C 4.804 0.264 2.010
C -4.181 2.372 1.271
C 3.211 -1.138 -2.820
C 0.273 -2.756 -1.660
C -3.963 0.062 0.330
C 4.349 0.709 -2.484
C 0.444 -2.416 1.980
C -1.628 1.781 -3.834
C 0.186 -4.373 3.439
C 4.124 -0.276 -3.428
C -1.246 -2.482 3.891
C 4.793 -0.914 2.735
C -0.257 -3.092 3.106
C -1.943 3.048 -4.274
C -1.221 -4.417 5.361
C -0.280 -5.044 4.553
B 3.477 1.192 -0.059
H 5.427 -1.183 3.561
H 3.412 -2.654 2.393
H -2.430 -2.709 1.520
H -1.040 0.690 0.054
H 0.086 -6.033 4.791
H 5.421 1.143 2.092
H -0.678 -0.367 -2.629
H 1.109 4.492 -4.139
H 2.759 -2.041 -3.191
H -4.547 0.396 -0.519
H -4.687 2.674 2.190
H -3.713 -1.935 -0.423
H -2.139 -0.791 4.503
H 2.041 3.676 0.410
H -1.604 -4.914 6.244
H -4.888 2.472 0.449
H 4.548 -0.351 -4.413
H 0.935 -4.817 2.796
H -2.557 2.526 3.202
H 1.711 2.204 -3.337
H -3.108 1.397 4.427
H -3.377 3.091 1.098
H 4.198 2.152 -0.032
H -2.471 -2.703 5.630
H 4.976 1.585 -2.506
H -2.961 3.320 -4.523
H -1.449 1.311 3.827
H -2.391 1.018 -3.724
H -0.690 3.386 0.446
H 0.939 0.155 -2.580
```